Density functional theory data (the ωB97M-V functional and the def2-TZVPD basis) for a molecular structure, C67H52F4GeOP3PdS.

CARTESIAN COORDINATES (ANGSTROEM)
Pd  0.068  -0.532  -0.165
Ge  0.454  0.291  -3.002
S  -0.415  1.107  4.072
P  2.395  -1.259  -0.407
P  -2.150  -0.690  -0.863
P  0.297  1.897  -0.156
F  0.562  0.428  -4.780
F  -1.545  -2.515  1.273
F  0.500  -2.458  1.883
F  -0.061  -3.550  0.077
O  -0.619  0.240  2.865
C  -2.823  2.663  -3.919
C  -3.827  2.372  -3.010
C  -2.578  2.258  5.237
C  1.671  4.167  2.963
C  -2.745  -3.378  -1.397
C  -5.985  -1.032  0.436
C  -2.937  -4.486  -2.205
C  -1.210  2.908  -0.125
C  2.764  -3.920  0.588
C  4.051  -2.987  2.863
C  -2.588  4.701  -0.940
C  -3.795  2.269  5.909
C  -3.631  1.383  -2.058
C  -1.395  0.994  -2.900
C  0.952  3.721  1.865
C  -3.532  -0.344  1.555
C  0.806  -1.180  4.999
C  -3.496  4.477  0.083
C  -4.689  -0.284  2.318
C  2.187  -2.025  -2.054
C  1.572  1.841  -2.600
C  0.577  0.165  5.231
C  3.148  3.490  -3.375
C  -1.957  1.046  4.977
C  -2.531  -0.158  5.365
C  3.185  -4.809  1.567
C  1.138  2.427  1.378
C  -0.279  -2.402  0.772
C  2.015  1.578  2.045
C  -3.743  -0.139  6.033
C  1.249  -1.521  -2.965
C  2.735  2.024  3.142
C  2.985  -2.555  0.740
C  2.148  -1.248  6.997
C  2.574  3.325  3.596
C  -2.390  -2.147  -1.953
C  1.333  2.615  -1.466
C  -4.372  1.073  6.306
C  -4.833  -1.087  -0.332
C  1.920  0.107  7.209
C  -2.785  -4.384  -3.581
C  1.756  -3.361  -4.464
C  6.363  -0.435  -0.930
C  2.747  -3.802  -3.603
C  2.887  4.272  -2.257
C  5.268  1.695  -0.832
C  -2.425  0.691  -2.006
C  3.824  -4.348  2.706
C  -1.615  1.984  -3.859
C  -2.460  -3.161  -4.144
C  -2.271  -2.047  -3.337
C  3.974  -0.328  -0.566
C  1.042  -2.215  -4.158
C  6.425  0.952  -0.992
C  -5.915  -0.620  1.761
C  -2.120  2.692  0.910
C  4.052  1.056  -0.625
C  -3.263  3.467  1.008
C  -1.447  3.917  -1.051
C  2.479  2.288  -3.556
C  1.980  3.838  -1.302
C  -3.602  -0.726  0.220
C  3.636  -2.100  1.887
C  2.959  -3.131  -2.410
C  1.593  -1.888  5.897
C  1.133  0.821  6.320
C  5.153  -1.068  -0.713
H  -5.317  1.078  6.833
H  0.389  -1.647  4.117
H  4.151  -5.045  3.466
H  0.245  4.389  1.387
H  1.803  4.441  -0.421
H  7.373  1.447  -1.155
H  0.332  -1.836  -4.878
H  5.135  -2.147  -0.645
H  3.006  -5.868  1.436
H  1.775  -2.941  5.733
H  -2.363  -3.061  -5.217
H  -2.044  -1.099  -3.809
H  -4.627  0.014  3.358
H  -4.895  -1.411  -1.364
H  -2.767  5.486  -1.664
H  -0.752  4.092  -1.862
H  -1.916  1.922  1.640
H  2.117  0.551  1.726
H  1.560  -3.884  -5.391
H  -4.765  2.912  -3.039
H  3.137  3.675  4.452
H  -2.576  -0.138  2.009
H  3.864  3.824  -4.113
H  -2.033  -1.094  5.143
H  -4.199  -1.068  6.350
H  2.761  -1.805  7.693
H  -2.116  3.183  4.911
H  3.170  1.662  -0.495
H  2.357  0.604  8.064
H  -2.937  -5.250  -4.211
H  2.651  1.702  -4.449
H  -3.213  -5.431  -1.757
H  -3.968  3.280  1.809
H  -4.418  1.157  -1.352
H  3.412  1.348  3.650
H  1.522  5.177  3.323
H  3.728  -3.487  -1.741
H  -2.970  3.429  -4.670
H  5.300  2.776  -0.863
H  3.840  -1.042  2.015
H  -6.935  -1.314  0.001
H  -4.385  5.090  0.159
H  -0.841  2.221  -4.577
H  -6.813  -0.579  2.363
H  3.395  5.218  -2.125
H  4.558  -2.616  3.744
H  2.244  -4.302  -0.277
H  7.261  -1.027  -1.044
H  3.351  -4.665  -3.853
H  -2.889  -3.475  -0.333
H  0.952  1.879  6.469
H  -4.287  3.209  6.120

The calculation puts the gap between HOMO and LUMO at 8.0342 eV. Its energy above the lowest of the compared OMol25 structures with the same formula, charge and spin is 0.0000 eV. The value obtained for the total energy is -181936.311 eV. As for the total charge: +1. The calculation puts the HOMO energy at -10.8 eV.

Results of the Löwdin charge analysis, in e, for atoms 1 through 6: 0.46, 0.90, 1.01, 1.07, 1.05, 1.05